This record from OMol25 describes 4 unconnected molecules or ions with the total composition C22H53N6O7. The level of theory is wB97M-V/def2-TZVPD.

## Properties
E	-1724.95465	hartree
lowest unoccupied orbital energy	-0.129	Eh
spin multiplicity	1
gap between HOMO and LUMO	6.982	eV
total charge	+1

Each line ends with the Mulliken charge.
Atoms and positions in Å:
C: 3.227 -3.033 0.425  -0.92
C: 3.746 -2.020 1.457  -0.34
O: 3.875 -0.664 0.975  -0.33
C: 4.390 -0.574 -0.280  0.47
O: 5.336 -1.148 -0.671  -0.54
C: 3.681 0.417 -1.223  -0.76
C: 2.157 0.496 -1.013  -0.31
C: 1.768 1.382 0.200  -0.82
N: 0.306 1.657 0.242  0.05
C: -0.387 0.926 1.091  -0.28
N: 0.031 0.609 2.325  -0.24
N: -1.645 0.501 0.714  -0.05
C: -1.511 -0.562 -0.351  -0.07
C: -2.627 -1.642 -0.230  -0.83
C: -2.744 -2.340 -1.593  0.45
O: -3.703 -2.940 -1.871  -0.50
O: -1.704 -2.241 -2.501  -0.46
H: 2.223 -2.789 0.047  0.14
H: 3.122 -3.989 0.968  0.42
H: 3.940 -3.241 -0.381  0.31
H: 4.660 -2.373 1.958  0.31
H: 2.988 -1.978 2.257  0.30
H: 4.099 1.415 -0.988  0.30
H: 3.969 0.220 -2.261  0.41
H: 1.748 1.032 -1.893  0.57
H: 1.647 -0.481 -1.006  0.08
H: 2.179 1.013 1.143  0.45
H: 2.268 2.347 0.013  0.30
H: -0.073 1.544 -0.699  0.37
H: 0.277 1.310 3.023  0.27
H: 0.045 -0.357 2.620  0.23
H: -2.079 0.129 1.556  0.32
H: -0.525 -1.047 -0.293  0.14
H: -1.645 -0.059 -1.319  0.28
H: -3.586 -1.181 0.038  0.51
H: -2.309 -2.352 0.548  0.36
H: -1.321 -3.133 -2.543  0.37
C: 9.850 -1.030 -3.749  -1.43
C: 9.278 -0.822 -2.350  0.28
C: 7.941 -0.061 -2.333  -0.32
O: 8.052 1.338 -2.551  -0.41
C: 8.192 1.719 -3.909  -0.69
N: 10.290 -0.161 -1.519  -0.71
H: 10.320 -0.131 -4.145  0.29
H: 10.618 -1.804 -3.730  0.35
H: 9.075 -1.351 -4.449  0.34
H: 9.087 -1.814 -1.928  0.41
H: 7.511 -0.164 -1.336  0.13
H: 7.219 -0.503 -3.032  0.37
H: 7.625 1.066 -4.578  0.32
H: 9.245 1.734 -4.198  0.23
H: 7.812 2.736 -4.011  0.26
H: 9.952 -0.120 -0.560  0.28
H: 10.329 0.815 -1.804  0.31
C: -8.325 -0.780 -3.085  -1.49
C: -7.266 -1.817 -2.721  0.35
C: -7.838 -3.092 -2.082  -0.66
O: -8.234 -2.949 -0.727  -0.40
C: -9.505 -2.351 -0.539  -0.65
N: -6.259 -1.187 -1.859  -0.65
H: -8.681 -0.225 -2.217  0.28
H: -7.912 -0.047 -3.780  0.38
H: -9.184 -1.248 -3.571  0.35
H: -6.775 -2.116 -3.652  0.44
H: -7.045 -3.846 -2.073  0.31
H: -8.657 -3.508 -2.681  0.44
H: -10.209 -2.630 -1.327  0.30
H: -9.415 -1.264 -0.480  0.23
H: -9.899 -2.699 0.416  0.26
H: -5.502 -1.848 -1.709  0.17
H: -6.678 -1.080 -0.937  0.34
C: -2.954 3.536 3.247  -1.39
C: -2.469 2.510 4.268  0.92
C: -3.387 2.368 5.493  -0.90
O: -3.283 3.422 6.428  -0.39
C: -4.007 4.597 6.091  -0.63
N: -1.092 2.844 4.663  -0.67
H: -2.752 4.559 3.559  0.34
H: -2.443 3.391 2.293  0.25
H: -4.025 3.435 3.067  0.38
H: -2.452 1.535 3.764  -0.05
H: -3.085 1.468 6.037  0.38
H: -4.432 2.217 5.195  0.44
H: -4.943 4.367 5.575  0.30
H: -3.394 5.266 5.484  0.22
H: -4.240 5.120 7.017  0.26
H: -0.736 2.101 5.261  0.29
H: -1.140 3.649 5.283  0.29